DFT (ωB97M-V/def2-TZVPD) results for a 13-piece molecular cluster, C74H181N11O2 overall.

Summary:
Lowest unoccupied orbital energy in eV: 0.55
Frontier orbital gap in eV: 8.57
Energy relative to the best compared isomer or geometry (same formula, charge and spin) in kcal per mole: 0.0

Element x y z (Å)
C -8.90 -28.22 -7.84
C -7.63 -28.65 -7.20
N -6.54 -28.68 -8.24
C -5.32 -29.37 -7.80
C -5.57 -30.91 -7.94
C -6.19 -27.31 -8.59
C -5.51 -27.18 -9.93
H -9.79 -28.52 -7.24
H -8.99 -28.68 -8.79
H -9.06 -27.17 -7.97
H -7.38 -27.95 -6.37
H -7.59 -29.68 -6.77
H -4.53 -29.10 -8.49
H -5.12 -29.08 -6.78
H -6.32 -31.27 -7.16
H -5.88 -31.16 -8.97
H -4.72 -31.51 -7.86
H -5.59 -26.99 -7.74
H -7.12 -26.73 -8.46
H -4.94 -26.22 -10.08
H -6.25 -27.27 -10.69
H -4.75 -27.95 -10.14
C -8.14 -25.01 -5.09
C -9.46 -24.31 -5.33
N -9.38 -22.86 -5.16
C -8.39 -22.12 -5.90
C -8.36 -22.34 -7.45
C -10.70 -22.30 -5.27
C -10.90 -20.91 -4.74
H -7.48 -24.65 -5.87
H -8.29 -26.13 -5.19
H -7.72 -24.83 -4.10
H -10.01 -24.65 -6.25
H -10.18 -24.62 -4.55
H -8.54 -21.08 -5.69
H -7.45 -22.41 -5.42
H -7.69 -21.70 -8.08
H -8.11 -23.41 -7.63
H -9.40 -22.28 -7.83
H -11.39 -23.06 -4.78
H -11.08 -22.28 -6.32
H -11.95 -20.62 -4.70
H -10.27 -20.24 -5.33
H -10.45 -20.88 -3.76
C -9.42 -25.22 -0.83
C -8.08 -25.41 -0.07
N -8.34 -25.22 1.38
C -9.39 -26.11 1.89
C -9.23 -27.60 1.64
C -7.09 -25.37 2.15
C -6.17 -24.24 2.01
H -9.21 -25.08 -1.91
H -9.90 -24.23 -0.52
H -10.12 -26.00 -0.71
H -7.65 -26.45 -0.21
H -7.42 -24.58 -0.36
H -9.47 -25.89 2.97
H -10.34 -25.89 1.47
H -9.35 -28.05 0.62
H -8.27 -27.94 2.02
H -10.08 -28.07 2.24
H -6.68 -26.33 1.93
H -7.47 -25.44 3.15
H -6.71 -23.31 1.89
H -5.53 -24.29 1.13
H -5.45 -24.27 2.87
C -13.31 -31.32 -4.81
C -13.00 -30.02 -4.10
N -11.59 -29.92 -3.67
C -10.65 -30.25 -4.71
C -9.22 -30.19 -4.25
C -11.29 -28.56 -3.16
C -11.16 -27.40 -4.19
H -12.56 -31.49 -5.60
H -14.34 -31.24 -5.16
H -13.25 -32.03 -4.03
H -13.21 -29.25 -4.81
H -13.68 -29.86 -3.21
H -10.80 -29.69 -5.63
H -10.76 -31.25 -5.05
H -8.63 -30.69 -4.98
H -9.17 -30.75 -3.33
H -8.79 -29.17 -3.95
H -12.01 -28.40 -2.38
H -10.45 -28.70 -2.49
H -12.04 -27.35 -4.88
H -11.19 -26.47 -3.60
H -10.20 -27.45 -4.78
C -13.23 -34.73 -6.80
C -14.64 -34.35 -6.26
N -15.73 -34.19 -7.31
C -15.41 -33.27 -8.36
C -15.06 -31.92 -7.82
C -16.08 -35.49 -7.87
C -16.18 -36.63 -6.89
H -12.40 -34.54 -6.10
H -12.85 -34.24 -7.70
H -13.24 -35.82 -7.04
H -14.94 -35.20 -5.55
H -14.57 -33.50 -5.58
H -14.54 -33.54 -8.98
H -16.26 -33.20 -9.05
H -15.76 -31.55 -7.11
H -14.07 -31.95 -7.40
H -15.02 -31.23 -8.69
H -15.36 -35.75 -8.71
H -17.04 -35.37 -8.38
H -16.74 -37.43 -7.34
H -16.71 -36.36 -6.00
H -15.22 -37.07 -6.67
C -18.75 -34.48 -4.53
C -18.51 -32.98 -4.71
N -18.23 -32.22 -3.50
C -17.70 -30.89 -3.83
C -18.68 -29.98 -4.59
C -19.40 -32.18 -2.55
C -19.01 -31.42 -1.27
H -18.01 -34.94 -3.92
H -18.88 -34.92 -5.51
H -19.69 -34.62 -4.00
H -17.66 -32.84 -5.39
H -19.38 -32.62 -5.32
H -17.33 -30.37 -2.95
H -16.79 -31.05 -4.43
H -19.62 -29.86 -3.99
H -18.19 -29.03 -4.76
H -18.76 -30.35 -5.60
H -19.77 -33.23 -2.26
H -20.31 -31.71 -3.08
H -19.71 -31.77 -0.46
H -19.01 -30.34 -1.27
H -17.99 -31.76 -0.95
C -13.61 -25.34 -0.99
C -14.25 -24.10 -0.43
N -15.60 -23.77 -0.83
C -16.60 -24.76 -0.45
C -16.49 -25.13 0.99
C -15.69 -23.39 -2.23
C -14.93 -22.13 -2.65
H -13.39 -25.21 -2.05
H -14.30 -26.28 -0.98
H -12.66 -25.57 -0.49
H -14.29 -24.14 0.65
H -13.63 -23.24 -0.61
H -17.53 -24.29 -0.56
H -16.54 -25.62 -1.12
H -16.40 -24.18 1.59
H -17.37 -25.77 1.26
H -15.58 -25.71 1.11
H -16.73 -23.12 -2.41
H -15.44 -24.24 -2.83
H -15.29 -21.29 -2.03
H -15.13 -22.02 -3.73
H -13.85 -22.29 -2.51
C -14.96 -26.61 -4.39
C -15.68 -27.70 -5.18
N -15.71 -27.43 -6.59
C -14.51 -27.32 -7.36
C -13.72 -28.65 -7.62
C -16.77 -28.17 -7.24
C -16.96 -27.91 -8.72
H -15.42 -25.60 -4.38
H -14.00 -26.58 -4.82
H -14.92 -26.90 -3.31
H -15.13 -28.66 -4.92
H -16.76 -27.75 -4.85
H -13.89 -26.55 -6.90
H -14.86 -27.00 -8.32
H -13.30 -29.06 -6.71
H -12.87 -28.42 -8.26
H -14.35 -29.40 -8.13
H -16.53 -29.23 -7.12
H -17.69 -27.99 -6.72
H -16.11 -28.08 -9.33
H -17.74 -28.58 -9.19
H -17.19 -26.83 -8.95
C -7.92 -30.80 -0.95
C -6.50 -30.32 -1.11
N -6.07 -30.27 -2.56
C -5.01 -29.31 -2.66
C -5.43 -27.80 -2.70
C -5.68 -31.57 -3.09
C -5.44 -31.54 -4.60
H -8.20 -30.78 0.13
H -8.00 -31.81 -1.38
H -8.59 -30.11 -1.48
H -6.39 -29.29 -0.74
H -5.79 -30.93 -0.49
H -4.38 -29.45 -1.79
H -4.41 -29.41 -3.56
H -4.63 -27.13 -2.88
H -6.20 -27.67 -3.46
H -5.90 -27.45 -1.80
H -6.53 -32.26 -2.88
H -4.79 -31.89 -2.59
H -5.48 -32.60 -4.86
H -4.55 -31.11 -5.13
H -6.28 -31.08 -5.12
C -16.15 -33.89 1.18
C -15.04 -34.71 0.64
N -15.32 -35.18 -0.74
C -14.29 -36.10 -1.15
C -14.68 -36.88 -2.40
C -15.61 -34.15 -1.68
C -14.57 -33.12 -1.92
H -16.16 -33.64 2.23
H -17.13 -34.39 1.03
H -16.24 -32.93 0.63
H -14.15 -34.09 0.62
H -14.74 -35.56 1.25
H -13.34 -35.58 -1.44
H -14.06 -36.76 -0.25
H -14.58 -36.25 -3.29
H -13.93 -37.68 -2.48
H -15.65 -37.34 -2.33
H -16.52 -33.57 -1.34
H -15.97 -34.69 -2.56
H -15.13 -32.32 -2.46
H -13.74 -33.43 -2.66
H -14.24 -32.83 -0.90
C -7.92 -34.19 -6.05
C -8.88 -34.35 -7.26
N -8.71 -33.23 -8.19
C -9.40 -32.04 -7.86
C -10.92 -32.02 -7.85
C -8.79 -33.61 -9.53
C -7.54 -34.36 -10.10
H -6.90 -33.98 -6.42
H -7.92 -35.09 -5.49
H -8.15 -33.31 -5.42
H -8.58 -35.29 -7.80
H -9.91 -34.44 -6.92
H -9.02 -31.62 -6.95
H -9.09 -31.30 -8.69
H -11.29 -32.54 -6.93
H -11.26 -31.00 -7.94
H -11.42 -32.51 -8.65
H -8.95 -32.69 -10.12
H -9.63 -34.38 -9.81
H -7.61 -35.44 -9.87
H -6.71 -33.83 -9.66
H -7.53 -34.31 -11.22
C -10.94 -33.92 -1.71
C -10.58 -35.34 -2.05
C -10.84 -35.37 -3.60
O -11.13 -34.02 -3.99
C -10.60 -33.15 -3.01
H -10.47 -33.51 -0.79
H -12.00 -33.84 -1.50
H -11.09 -36.01 -1.35
H -9.52 -35.60 -1.91
H -11.76 -35.94 -3.84
H -10.03 -35.78 -4.17
H -11.18 -32.23 -3.17
H -9.52 -33.03 -3.19
C -14.26 -29.70 0.96
C -13.22 -29.26 -0.05
C -12.51 -30.55 -0.38
O -12.63 -31.36 0.80
C -13.48 -30.74 1.74
H -15.18 -30.10 0.55
H -14.56 -28.90 1.75
H -12.49 -28.59 0.34
H -13.70 -28.90 -0.95
H -11.46 -30.49 -0.61
H -12.89 -31.19 -1.21
H -12.89 -30.26 2.54
H -14.04 -31.59 2.15